{"formula": "C39H39BrN9O6S2Y", "method": "ωB97M-V/def2-TZVPD", "species": ["Y", "N", "C", "N", "C", "N", "N", "C", "C", "C", "C", "C", "C", "N", "C", "C", "C", "C", "C", "C", "H", "H", "H", "H", "H", "H", "H", "H", "H", "H", "H", "O", "C", "C", "C", "C", "N", "C", "C", "C", "C", "C", "C", "O", "C", "C", "N", "H", "H", "H", "H", "H", "H", "H", "H", "H", "H", "H", "H", "C", "O", "C", "S", "S", "H", "H", "H", "N", "C", "H", "C", "C", "C", "C", "O", "H", "H", "H", "H", "H", "H", "H", "H", "H", "Br", "C", "C", "N", "C", "C", "C", "C", "O", "O", "H", "H", "H"], "xyz": [[0.00695, -0.28339, -0.42495], [4.30028, 0.90393, -2.59363], [3.17884, 1.13103, -1.87018], [2.73509, 0.38005, -0.93220], [3.44001, -0.76840, -0.59521], [3.03306, -1.61232, 0.29643], [1.77017, -1.46386, 0.78247], [1.43009, -2.37910, 1.61973], [0.09798, -2.43258, 2.18037], [-0.28731, -3.52244, 2.96681], [-1.58465, -3.58132, 3.44009], [-2.44904, -2.54249, 3.12895], [-1.97056, -1.48578, 2.36490], [-0.73991, -1.42297, 1.89170], [4.68782, -1.05604, -1.29197], [5.45226, -2.19279, -1.02939], [6.57073, -2.46706, -1.78643], [6.95592, -1.61339, -2.81396], [6.21844, -0.48180, -3.09073], [5.08404, -0.20568, -2.33489], [4.57398, 1.50948, -3.35600], [2.63973, 2.03478, -2.12946], [2.13547, -3.16808, 1.89853], [0.42140, -4.30772, 3.19220], [-1.91311, -4.42389, 4.03193], [-3.47185, -2.55440, 3.46905], [-2.60740, -0.64833, 2.12239], [5.12387, -2.84717, -0.23990], [7.14921, -3.35522, -1.59387], [7.83039, -1.83443, -3.40488], [6.50022, 0.18540, -3.89177], [2.51621, 5.38862, 3.93077], [1.92866, 4.22960, 4.47783], [1.59677, 3.24615, 3.39226], [1.38423, 1.90643, 3.68551], [1.05204, 1.04668, 2.65380], [0.94771, 1.41197, 1.38271], [1.15105, 2.70269, 1.09408], [1.46076, 3.64446, 2.07257], [0.95261, 3.13457, -0.30097], [1.53807, 4.29730, -0.80038], [1.23249, 4.71927, -2.08777], [1.84489, 5.99118, -2.62100], [1.55897, 7.09721, -1.79694], [0.31131, 3.97562, -2.81505], [-0.19271, 2.81134, -2.25228], [0.14585, 2.37956, -1.04902], [2.63577, 6.03584, 4.63278], [0.99710, 4.47687, 5.01074], [2.61157, 3.75119, 5.19783], [1.44894, 1.53988, 4.69772], [0.85015, 0.00870, 2.87070], [1.55893, 4.68970, 1.83668], [2.23532, 4.87159, -0.21144], [1.50819, 6.17455, -3.65212], [2.93719, 5.90903, -2.62232], [0.60377, 7.15760, -1.67707], [0.00337, 4.28783, -3.80199], [-0.89665, 2.19448, -2.79405], [-5.04032, 1.23463, 3.00679], [-4.14341, 1.64881, 1.99844], [-2.90975, 2.02800, 2.36781], [-2.37263, 1.97566, 3.92263], [-1.97120, 2.56386, 1.04537], [-5.97172, 0.98951, 2.50003], [-5.19873, 2.03741, 3.73289], [-4.65315, 0.36052, 3.53741], [-3.20861, 0.50053, -0.52848], [-2.09663, 0.76468, -0.15661], [-4.10540, 0.95016, -0.39299], [-2.92889, -3.34878, -0.62026], [-1.63764, -2.95670, -1.37169], [-2.04903, -2.42482, -2.76288], [-0.75896, -4.21716, -1.54605], [-0.95305, -2.01022, -0.63679], [-3.51416, -4.05914, -1.19809], [-3.51993, -2.45350, -0.44322], [-2.66898, -3.79469, 0.33585], [-2.58755, -3.18937, -3.32472], [-1.16739, -2.13512, -3.33401], [-2.68178, -1.54434, -2.64454], [-1.26706, -4.97401, -2.14321], [-0.52278, -4.62822, -0.56533], [0.17582, -3.93715, -2.02637], [0.91345, 0.79380, -8.03350], [1.18320, -0.53100, -6.69558], [1.56983, -1.81612, -7.05053], [1.78726, -2.75682, -6.15171], [1.61318, -2.47274, -4.87329], [1.21751, -1.21715, -4.42483], [1.00897, -0.21338, -5.36180], [0.99048, -0.94415, -2.96341], [1.47102, -1.71621, -2.12382], [0.33999, 0.09791, -2.67908], [1.71171, -2.09532, -8.08614], [1.79759, -3.26981, -4.16647], [0.72437, 0.77671, -5.03705]], "e_homo_ev": -6.923, "relative_energy_kj_mol": 8.7, "homo_lumo_gap_ha": 0.230}